Entry 1:
7
Properties=species:S:1:pos:R:3:forces:R:3:lowdin_charge:R:1 method="wB97M-V/def2-TZVPD" e_above_lowest_kj_mol=350.4
C -0.49797 -0.81637 0.07522 -0.7 -2.4 -1.0 -0.2655
C -0.63054 0.59893 0.00414 -0.7 0.9 0.3 -0.1019
C -1.63868 -1.50605 -0.02171 1.5 -1.8 0.4 0.2056
C -1.94490 0.69589 0.02618 -2.2 0.6 -0.7 -0.2140
O -3.07150 0.32444 -0.02545 2.3 1.7 0.4 0.1548
H 0.48361 -1.22595 -0.15231 -0.2 -0.5 0.4 0.1177
H 0.24940 1.11806 -0.25429 0.0 1.5 0.0 0.1032

Entry 2:
18
Properties=species:S:1:pos:R:3:forces:R:3:lowdin_charge:R:1 method="wB97M-V/def2-TZVPD" total_charge=+1 e_above_lowest_kj_mol=289.5
C -2.16622 0.44122 2.37590 -1.6 -3.0 -0.9 -0.2164
C 1.27624 -1.82600 -2.05614 -0.3 -1.4 2.4 -0.0407
C 2.20748 0.36391 -2.95894 -1.0 0.6 0.6 -0.1226
C 1.70309 -0.57800 -1.86338 0.1 0.7 0.7 -0.3199
N -2.95257 0.53903 3.44679 -1.6 -3.1 -2.0 0.1815
N -1.05323 1.02379 2.13164 1.0 1.7 3.0 -0.3753
S 0.07947 0.89399 0.91232 1.5 -0.1 -1.0 0.9174
H -2.45061 -0.36918 1.61290 0.0 1.5 1.1 0.1873
H -0.76956 0.37691 0.07907 -0.6 -0.5 -1.1 -0.1115
H 1.56854 -2.36683 -2.97309 -0.9 0.4 0.3 0.0667
H 0.78766 -2.46164 -1.14088 1.5 1.5 -2.4 0.1018
H 2.45310 1.34252 -2.39707 0.0 -1.4 -1.5 0.0852
H 1.35532 0.57580 -3.73227 1.8 -0.4 1.3 0.1077
H 3.08762 -0.15400 -3.38470 -0.3 0.9 -0.3 0.0770
H 1.85068 -0.12449 -0.82858 -0.9 -0.8 -1.1 0.0482
H -3.67367 -0.22928 3.64055 1.5 1.7 -0.8 0.1850
H -2.74716 1.05427 4.22660 0.8 1.8 2.1 0.0896
H -0.55618 1.49800 2.90927 -1.0 0.0 -0.4 0.1389

Entry 3:
56
Properties=species:S:1:pos:R:3:forces:R:3:lowdin_charge:R:1 method="wB97M-V/def2-TZVPD" total_charge=-1 e_above_lowest_kj_mol=298.1
C 0.23714 -1.01618 -0.57493 2.3 0.8 0.1 -0.1000
C 0.72914 0.12582 0.26707 -0.6 1.6 0.2 -0.3285
O -0.33286 0.91682 0.85107 1.2 -1.3 -0.2 -0.3565
H -0.58686 -0.74518 -1.17193 -0.6 0.4 -1.3 0.0545
H -0.06086 -1.82718 -0.03493 -1.5 -1.7 2.2 0.0001
H 1.11114 -1.50318 -1.04193 -0.2 0.8 -0.9 0.0994
H 1.32014 0.80982 -0.33493 0.0 0.3 -0.9 0.0650
H 1.57514 -0.19718 0.89407 -0.6 -0.4 1.0 0.1114
O 3.19414 2.99282 -0.03993 1.0 -0.5 -2.5 -0.0154
H 3.77014 3.42182 0.55107 0.8 0.7 1.3 0.0251
H 2.39014 2.80882 0.39807 -1.4 -0.2 1.2 -0.0319
O -0.45586 0.07382 3.43407 1.4 -1.8 1.8 -0.0801
H 0.39114 -0.43718 3.31907 -1.2 0.8 0.3 0.0449
H -0.60986 0.41282 2.56607 -0.2 0.8 -2.0 -0.0471
O -2.95586 -0.00118 0.54207 -2.3 -0.6 -0.1 -0.0312
H -3.12886 -0.89918 0.83007 0.0 0.1 -0.1 0.0122
H -2.02186 0.11182 0.53907 2.4 0.7 0.3 -0.0234
O 1.38214 2.58082 2.01507 0.4 0.6 1.6 -0.0874
H 0.64814 2.03382 1.67807 -1.0 -0.8 -0.5 -0.0066
H 1.17014 2.65782 2.97407 0.2 0.1 -1.0 0.0942
O 0.80214 -4.00718 0.02507 -0.4 -2.0 0.2 -0.0566
H 0.81614 -3.96918 0.98807 0.3 0.3 -0.2 -0.0152
H 1.03814 -3.14318 -0.25193 0.4 0.8 -0.4 -0.0311
O 0.99014 -0.21118 -3.62493 -2.7 -1.1 -1.3 -0.0103
H 1.84614 0.03282 -3.40993 2.9 0.8 0.6 -0.0182
H 0.92414 -0.11518 -4.58793 0.0 0.0 0.5 0.0830
O -2.15286 3.61882 0.94607 0.1 1.5 0.1 -0.0863
H -1.81186 4.13282 0.18807 -0.3 -0.3 0.6 0.0301
H -2.07586 2.75382 0.56407 -0.1 -1.0 -0.2 -0.0333
O 0.03914 3.19482 -0.67893 0.2 0.5 -1.8 -0.0402
H -0.00186 2.43182 -0.10993 -0.5 -1.1 0.9 -0.0383
H 0.45814 3.88182 -0.18593 0.4 0.6 0.6 0.0234
O -2.36286 -2.97718 -1.06393 -1.2 -0.1 -2.7 -0.0275
H -2.77686 -2.16218 -1.39493 0.2 -0.4 0.4 0.0702
H -2.23686 -2.88518 -0.15093 0.4 0.6 2.1 -0.0422
O -0.17486 -3.30218 -2.58093 0.4 -0.1 -0.8 -0.0706
H -0.98486 -3.41318 -2.07793 -0.2 -0.1 0.3 -0.0220
H 0.08214 -2.40518 -2.36593 0.2 0.2 -0.3 -0.0319
O -1.50286 0.83982 -3.11193 1.0 -0.9 -0.1 -0.0647
H -0.72986 0.21282 -3.04693 -0.8 0.9 -0.2 0.0255
H -2.29786 0.30982 -3.03493 -0.1 -0.2 -0.2 0.0401
O 2.94314 1.45482 -2.41993 2.3 0.0 -2.0 -0.0344
H 2.13914 1.21782 -2.04093 -2.1 0.0 1.5 -0.0353
H 3.44214 1.98982 -1.79993 -0.3 0.1 0.5 0.0155
O 3.22014 0.82482 3.02807 -0.2 -0.5 0.9 -0.0555
H 4.04014 0.83082 2.56707 1.1 -0.1 -0.5 0.0094
H 2.64514 1.35182 2.47107 -0.7 0.5 -0.3 -0.0347
O -3.02286 2.08482 -1.31393 0.5 -0.3 -0.7 -0.0796
H -2.29586 1.54782 -1.71493 -0.4 1.1 0.2 -0.0038
H -3.43086 1.44882 -0.73493 -0.4 -0.3 0.6 -0.0114
O 0.73514 -3.02318 2.49107 2.1 -2.0 1.7 -0.0300
H 0.40814 -3.83218 2.93507 0.4 0.7 -0.1 0.0774
H -0.04186 -2.60018 2.23507 -2.3 1.4 -0.8 -0.0386
O -1.87386 -2.69318 1.59907 -0.4 0.2 0.5 -0.0318
H -2.37386 -2.16018 2.23407 0.3 0.3 0.1 0.0866
H -2.18686 -3.58118 1.77007 0.0 -0.6 0.0 0.0835

Entry 4:
90
Properties=species:S:1:pos:R:3:forces:R:3:lowdin_charge:R:1 method="wB97M-V/def2-TZVPD" total_charge=+2 e_above_lowest_kj_mol=0.0
W -0.10151 -0.38823 0.69759 0.4 0.0 0.6 1.8188
O 1.24960 -0.30498 -0.44530 -0.3 0.1 -0.2 -0.3080
C 2.29894 0.58711 -1.03769 0.1 0.0 0.1 -0.3150
C 2.81125 1.30252 0.20980 0.0 0.0 0.0 -0.0469
C 1.80435 2.24077 0.82590 0.0 0.0 0.0 -0.2101
C 2.24435 3.50432 1.17040 0.0 0.0 0.0 0.0143
C 1.35682 4.43510 1.67602 0.0 0.0 0.0 0.0121
C 0.03090 4.07518 1.78456 0.0 0.0 0.0 0.0106
C -0.37602 2.79865 1.42909 0.0 0.0 0.0 -0.2089
C -1.86480 2.54144 1.50120 0.0 0.0 0.0 -0.0386
C -2.30519 1.10033 1.58793 0.0 0.0 -0.1 -0.4055
O -1.68820 0.49168 0.40611 -0.1 0.0 -0.2 -0.3708
C -1.72652 0.33037 2.77384 0.0 0.0 -0.1 -0.2170
C -1.93795 -1.05667 2.80301 0.0 0.0 0.0 -0.0604
C -1.47207 -1.81566 3.87388 0.0 0.0 0.0 -0.0379
C -0.82480 -1.19342 4.92561 0.0 0.0 0.0 -0.0272
C -0.64389 0.19077 4.92010 0.0 0.0 0.0 -0.0217
C -1.08556 0.94861 3.85516 0.0 0.0 0.0 -0.0067
C -3.80742 0.95621 1.49065 0.0 0.0 0.0 -0.1743
C -4.57295 1.19298 2.62887 0.0 0.0 0.0 -0.0180
C -5.95415 1.11741 2.56096 0.0 0.0 0.0 -0.0491
C -6.57394 0.79556 1.36028 0.0 0.0 0.0 -0.0551
C -5.81008 0.55454 0.22942 0.0 0.0 0.0 -0.0485
C -4.42468 0.63807 0.28910 0.0 0.0 0.0 -0.0125
N 0.50556 1.86896 0.99010 0.0 0.0 0.0 0.0913
C 3.31328 -0.35262 -1.64386 0.0 0.0 0.0 -0.1727
C 3.94633 -1.29544 -0.83196 0.0 0.0 0.0 -0.0389
C 4.83437 -2.20406 -1.37679 0.0 0.0 0.0 -0.0639
C 5.10630 -2.17561 -2.74018 0.0 0.0 0.0 -0.0661
C 4.48692 -1.23862 -3.54915 0.0 0.0 0.0 -0.0405
C 3.58627 -0.33082 -3.00549 0.0 0.0 0.0 -0.0023
C 1.59537 1.49746 -2.01859 0.1 0.0 0.0 -0.1931
C 2.16090 2.73112 -2.32937 0.0 0.0 0.0 -0.0211
C 1.55258 3.56358 -3.25636 0.0 0.0 0.0 -0.0440
C 0.37451 3.17294 -3.87831 0.0 0.0 0.0 -0.0539
C -0.18447 1.94007 -3.57935 0.0 0.0 0.0 -0.0452
C 0.42703 1.10143 -2.65722 0.0 0.0 0.0 -0.0262
H 3.69796 1.87472 -0.05697 0.0 0.0 0.0 0.1414
H 3.13667 0.55511 0.93420 0.0 0.0 0.0 0.1212
H 3.28540 3.75441 1.02185 0.0 0.0 0.0 0.1332
H 1.68902 5.42594 1.95537 0.0 0.0 0.0 0.1328
H -0.71091 4.77830 2.13807 0.0 0.0 0.0 0.1354
H -2.32127 2.95476 0.59730 0.0 0.0 0.0 0.1629
H -2.28361 3.10375 2.33661 0.0 0.0 0.0 0.1442
H -2.53298 -1.52861 2.02781 0.0 0.0 0.0 0.1192
H -1.63830 -2.88496 3.88275 0.0 0.0 0.0 0.1176
H -0.47835 -1.77676 5.76888 0.0 0.0 0.0 0.1266
H -0.16110 0.67360 5.75934 0.0 0.0 0.0 0.1254
H -0.93930 2.02029 3.86924 0.0 0.0 0.0 0.1261
H -4.09559 1.42890 3.57421 0.0 0.0 0.0 0.1250
H -6.54721 1.30374 3.44596 0.0 0.0 0.0 0.1158
H -7.65221 0.73079 1.30941 0.0 0.0 0.0 0.1160
H -6.29067 0.30181 -0.70598 0.0 0.0 0.0 0.1154
H -3.83462 0.45290 -0.59890 0.0 0.0 0.0 0.1148
H 3.73170 -1.34567 0.23067 0.0 0.0 0.0 0.1093
H 5.31223 -2.93991 -0.74387 0.0 0.0 0.0 0.1158
H 5.79713 -2.88927 -3.16792 0.0 0.0 0.0 0.1174
H 4.69517 -1.21445 -4.61006 0.0 0.0 0.0 0.1188
H 3.10053 0.38864 -3.65028 0.0 0.0 0.0 0.1227
H 3.09169 3.04265 -1.87182 0.0 0.0 0.0 0.1249
H 2.00408 4.51645 -3.49779 0.0 0.0 0.0 0.1169
H -0.09796 3.82314 -4.60189 0.0 0.0 0.0 0.1160
H -1.09150 1.61949 -4.07422 0.0 0.0 0.0 0.1162
H -0.00574 0.12637 -2.46263 0.0 0.0 0.0 0.0913
C -1.68758 -6.47348 1.03408 0.0 0.0 0.0 -0.3653
S -1.34695 -4.70043 1.14984 0.0 0.0 0.0 0.8613
C -0.27222 -4.44909 -0.20434 0.0 0.0 0.0 -0.9798
C -0.19448 -3.28863 -0.88692 0.0 0.0 0.0 -1.0396
S -1.27936 -1.94796 -0.59426 0.0 0.0 -0.1 0.7599
S 1.06227 -3.14538 -2.09319 0.0 0.0 0.0 0.9391
C 1.73049 -4.74110 -1.88189 0.1 0.0 0.1 -1.4478
S 2.99669 -5.31693 -2.70594 0.0 0.0 0.0 0.6604
S 0.90162 -5.65722 -0.63958 0.0 0.0 0.0 0.9577
H -2.43146 -6.67386 1.80259 0.0 0.0 0.0 0.0466
H -0.79906 -7.06410 1.24367 0.0 0.0 0.0 0.0341
H -2.10227 -6.72232 0.06092 0.0 0.0 0.0 0.0550
Br 3.03615 -6.37797 3.79128 0.0 0.0 0.0 0.8242
C 3.03311 -4.50247 3.91142 0.0 0.0 0.0 -0.6606
C 3.89509 -3.85776 4.79349 0.0 0.0 0.0 -0.0669
C 3.90172 -2.46995 4.88829 0.0 0.0 0.0 -0.0299
C 3.05022 -1.71619 4.10323 0.0 0.0 0.0 0.0103
C 2.19110 -2.37591 3.22177 0.0 0.0 0.0 -0.1390
C 2.17280 -3.77012 3.11820 0.0 0.0 0.0 -0.0301
C 1.29606 -1.62951 2.38016 0.0 0.0 0.0 -0.4830
O 0.48634 -2.18152 1.55079 0.0 0.0 0.0 -0.1731
O 1.21373 -0.34576 2.32070 0.0 0.0 -0.1 -0.0726
H 4.56377 -4.44536 5.40815 0.0 0.0 0.0 0.1189
H 4.57777 -1.98698 5.57990 0.0 0.0 0.0 0.1234
H 3.04046 -0.63601 4.16628 0.0 0.0 0.0 0.1285
H 1.49695 -4.26097 2.42954 0.0 0.0 0.0 0.0987

Entry 5:
32
Properties=species:S:1:pos:R:3:forces:R:3:lowdin_charge:R:1 method="wB97M-V/def2-TZVPD" smiles="CC[C@@H](NS(=O)(=O)c1ccc(C)cc1)C(=O)O" e_above_lowest_kj_mol=44.7
C -2.52788 -1.80380 1.40712 -0.2 0.1 0.0 -0.0904
C -3.38763 -0.55916 1.22956 0.3 0.0 -0.1 -0.1802
C -2.73403 0.49258 0.31666 -0.5 0.2 -0.3 -0.2947
N -1.40175 0.81909 0.78528 0.5 0.3 -0.5 -0.0680
S -0.50431 1.83859 -0.21236 0.1 0.1 0.6 0.6964
O -1.13355 1.81807 -1.50317 0.2 -0.1 0.1 -0.2537
O -0.34467 3.10590 0.44645 0.2 -0.2 0.1 -0.2898
C 1.07272 1.01203 -0.26401 -0.4 0.4 0.1 -0.2742
C 1.15549 -0.25499 -0.80797 0.0 -0.2 -0.1 -0.0371
C 2.38290 -0.89205 -0.83633 -0.1 0.2 0.0 -0.0233
C 3.52216 -0.27195 -0.32894 0.0 0.1 0.1 -0.2698
C 4.84802 -0.96545 -0.38896 0.0 0.0 -0.1 -0.0482
C 3.40965 1.00382 0.21315 0.0 -0.1 -0.1 -0.0318
C 2.18523 1.64889 0.24840 -0.1 0.2 0.0 -0.0509
C -2.62270 -0.04780 -1.10174 -0.2 -0.6 -0.1 -0.5494
O -1.85383 -0.89735 -1.46639 0.1 -0.1 0.0 0.0901
O -3.58681 0.43778 -1.87814 -0.6 0.4 -0.3 0.1284
H -1.57234 -1.53978 1.85143 0.1 -0.1 0.0 0.0711
H -3.03471 -2.51660 2.05324 0.0 -0.1 0.1 0.0731
H -2.33507 -2.27426 0.44780 0.1 -0.1 0.0 0.0690
H -3.56893 -0.09581 2.20231 -0.1 0.1 0.0 0.1134
H -4.35475 -0.82614 0.79886 0.0 0.1 0.1 0.1215
H -3.38002 1.38241 0.26846 0.1 -0.2 0.0 0.1552
H -1.39898 1.16579 1.73344 0.1 0.1 0.1 0.1226
H 0.26456 -0.72209 -1.19521 -0.1 -0.1 0.0 0.0950
H 2.46147 -1.88333 -1.25774 0.0 -0.1 0.0 0.1170
H 4.74019 -2.02416 -0.16457 0.1 -0.1 0.0 0.0800
H 5.26488 -0.87841 -1.39236 0.1 0.0 0.0 0.0873
H 5.55263 -0.52393 0.31080 0.1 0.0 0.0 0.0758
H 4.28579 1.49541 0.60997 0.1 0.0 0.0 0.1130
H 2.07368 2.63803 0.66325 0.1 0.1 0.1 0.1099
H -3.47743 0.11865 -2.78827 0.1 -0.1 0.3 0.1427